1.
This record from the Open Molecules 2025 dataset describes the molecule C18H24N4O5S in a non-equilibrium geometry. The level of theory is wB97M-V/def2-TZVPD.

The geometry in XYZ format:
```
52
Properties=species:S:1:pos:R:3:forces:R:3
C -4.004 -0.906 -2.734 -0.21 0.18 0.06
C -4.787 -0.223 -1.618 0.28 -0.25 0.10
C -4.340 -0.714 -0.241 -0.32 0.12 0.00
C -5.056 -0.027 0.924 0.16 -0.05 -0.08
C -4.730 1.467 1.093 -0.07 -0.21 0.21
C -3.257 1.651 1.395 -0.47 0.17 -0.26
O -2.802 1.616 2.514 0.12 -0.10 0.29
N -2.501 1.827 0.262 -0.09 0.15 -0.43
C -1.119 1.856 0.129 0.42 -0.05 0.00
C -0.593 1.850 -1.166 0.03 0.04 0.13
C 0.772 1.815 -1.363 -0.04 0.11 -0.06
C 1.613 1.795 -0.267 0.63 0.06 -0.20
S 3.360 1.524 -0.505 0.05 -0.12 0.38
O 4.150 2.416 0.285 -0.13 -0.08 0.27
O 3.639 1.406 -1.901 -0.33 -0.18 -0.06
N 3.551 0.007 0.237 0.32 0.91 -0.26
C 2.543 -0.918 0.109 -0.87 -0.91 -0.64
C 1.893 -1.102 -1.101 0.03 -0.21 0.08
C 0.830 -2.006 -1.083 0.16 0.03 0.70
O 0.122 -2.189 -2.199 0.33 0.28 -0.05
C -0.925 -3.143 -2.127 -0.31 -0.30 0.03
N 0.486 -2.678 0.008 -0.25 -0.19 -0.25
C 1.211 -2.459 1.097 0.28 0.51 -0.58
O 0.852 -3.171 2.157 -0.21 -0.18 -0.10
C 1.592 -2.950 3.345 0.20 0.04 0.36
N 2.211 -1.599 1.209 0.23 0.03 0.40
C 1.111 1.837 1.020 -0.03 0.08 -0.07
C -0.254 1.873 1.226 -0.01 -0.01 0.18
H -4.330 -0.545 -3.707 0.04 -0.03 -0.13
H -2.938 -0.710 -2.633 0.15 -0.01 -0.02
H -4.157 -1.982 -2.700 0.03 -0.14 -0.03
H -4.656 0.858 -1.704 -0.09 0.09 -0.01
H -5.852 -0.429 -1.742 -0.06 0.11 0.02
H -3.259 -0.592 -0.135 0.06 -0.10 -0.02
H -4.547 -1.785 -0.177 0.08 -0.04 -0.01
H -6.135 -0.129 0.791 -0.02 -0.03 0.06
H -4.783 -0.537 1.850 -0.09 0.01 0.05
H -5.024 2.029 0.207 -0.01 0.06 -0.02
H -5.294 1.845 1.947 0.09 0.09 -0.07
H -3.002 1.824 -0.616 -0.01 -0.01 0.22
H -1.260 1.853 -2.016 -0.07 -0.01 -0.10
H 1.200 1.791 -2.352 -0.03 -0.05 -0.15
H 3.943 0.060 1.166 0.02 0.16 0.11
H 2.190 -0.582 -1.992 0.02 0.01 -0.18
H -1.647 -2.864 -1.358 0.00 -0.04 -0.08
H -0.527 -4.130 -1.886 -0.06 0.05 -0.03
H -1.390 -3.148 -3.110 0.03 0.02 0.05
H 2.651 -3.163 3.185 -0.08 0.01 0.05
H 1.173 -3.630 4.083 0.02 0.04 -0.05
H 1.487 -1.915 3.677 0.02 -0.08 0.01
H 1.795 1.839 1.854 0.02 -0.03 0.19
H -0.663 1.893 2.222 0.02 0.01 0.00
```
Positions in Å, forces in eV/Å.

As for the HOMO-LUMO gap: 9.4 eV. The energy above the lowest of the compared OMol25 structures with the same formula, charge and spin comes out at 0.2973 eV. The value obtained for the LUMO energy is 0.4 eV. Its SMILES is CCCCCC(=O)Nc1ccc(S(=O)(=O)Nc2cc(OC)nc(OC)n2)cc1. For the HOMO energy, the calculation gives -9.0 eV. Its largest force on an atom is 1.41 eV/Å.

---

2.
This record from the Open Molecules 2025 dataset describes a structure of composition C18H24N4O7PtS. The level of theory is wB97M-V/def2-TZVPD.

The geometry in XYZ format:
```
55
Properties=species:S:1:pos:R:3:forces:R:3
Pt -0.269 0.616 0.158 0.25 0.06 0.08
O 0.417 -5.345 -3.446 -0.01 0.01 -0.01
C 0.092 -5.419 -2.083 -0.01 0.00 0.01
C -0.003 -4.025 -1.538 0.02 0.01 -0.07
C -0.233 -3.799 -0.181 -0.01 -0.03 0.04
C -0.320 -2.512 0.292 0.04 0.07 0.02
N -0.194 -1.452 -0.525 0.01 -0.07 -0.10
C 0.025 -1.679 -1.814 -0.03 0.05 0.04
C 0.130 -2.926 -2.380 -0.01 -0.01 0.08
C 1.072 0.344 -2.553 0.12 -0.01 0.03
C 1.543 0.898 -3.816 -0.08 -0.10 -0.07
C 2.257 2.026 -3.820 0.04 0.05 -0.03
C 2.875 2.630 -5.049 0.04 -0.04 -0.08
O 2.569 1.889 -6.199 -0.06 -0.01 0.06
C 2.484 2.667 -2.531 0.07 0.06 0.01
C 1.710 2.277 -1.402 -0.10 -0.02 0.12
N 0.993 1.194 -1.372 0.02 0.07 -0.04
H 0.425 -6.228 -3.830 0.01 0.00 0.00
H 0.849 -5.964 -1.507 -0.01 0.00 0.00
H -0.872 -5.914 -1.916 0.01 -0.01 0.01
H -0.345 -4.622 0.511 0.00 -0.01 -0.02
H -0.490 -2.290 1.336 -0.01 0.01 0.00
H 0.301 -3.043 -3.439 0.00 0.00 -0.01
H 1.347 0.345 -4.725 0.00 0.01 0.00
H 3.963 2.621 -4.915 0.00 0.01 0.01
H 2.585 3.682 -5.133 -0.04 -0.01 0.01
H 1.908 2.349 -6.726 0.04 0.01 -0.04
H 3.174 3.493 -2.427 0.01 -0.01 0.02
H 1.694 2.914 -0.524 -0.02 0.00 0.00
C -2.912 1.329 2.211 0.04 -0.01 0.05
N -1.919 1.380 3.283 -0.08 0.04 0.13
C -2.275 2.076 4.532 -0.01 0.03 -0.07
C -1.550 1.449 5.703 0.00 0.00 0.00
C -0.067 1.394 5.408 0.02 0.00 -0.03
N 0.166 0.744 4.111 -0.07 0.06 0.07
C 1.447 0.063 3.956 0.00 0.00 0.00
C -0.759 0.741 3.158 0.12 -0.11 -0.23
O -0.529 0.047 2.074 -0.21 -0.05 0.09
H -2.517 1.738 1.279 -0.02 0.00 -0.01
H -3.753 1.948 2.508 -0.01 -0.01 -0.01
H -3.262 0.311 2.044 0.00 0.00 -0.03
H -3.353 1.990 4.656 0.00 0.00 0.01
H -2.031 3.137 4.433 0.00 0.00 0.02
H -1.932 0.441 5.878 0.00 0.00 0.00
H -1.730 2.033 6.604 0.00 0.00 0.00
H 0.460 0.810 6.161 -0.01 0.00 0.00
H 0.376 2.393 5.392 -0.01 0.00 0.01
H 2.239 0.729 4.297 0.01 -0.01 0.00
H 1.622 -0.196 2.918 0.00 0.00 0.00
H 1.464 -0.843 4.562 0.02 0.00 -0.01
O -2.015 1.071 -4.038 0.00 0.00 -0.02
S -2.220 0.508 -2.762 0.03 -0.04 -0.06
O -1.846 1.285 -1.609 -0.02 0.04 0.10
O 0.056 -0.566 -2.649 -0.11 -0.02 -0.11
O -2.846 -0.741 -2.560 -0.01 -0.03 0.02
```
Positions in Å, forces in eV/Å.

As for the HOMO-LUMO gap (alpha / beta): 7.0 / 6.0 eV. The energy above the lowest of the compared OMol25 structures with the same formula, charge and spin comes out at 1.7893 eV. The value obtained for the LUMO energy (alpha / beta) is -5.6 / -9.0 eV. As for the spin multiplicity: 5. For the HOMO energy (alpha / beta), the calculation gives -12.6 / -15.0 eV. The charge is +2. Its largest force on an atom is 0.28 eV/Å.

---

3.
This record from the Open Molecules 2025 dataset describes the molecule C18H24N4O7S in a non-equilibrium geometry. The level of theory is wB97M-V/def2-TZVPD.

The geometry in XYZ format:
```
54
Properties=species:S:1:pos:R:3:forces:R:3
C 0.130 3.682 -2.614 0.19 -0.03 -0.12
H 0.483 4.639 -2.239 -0.03 0.09 0.10
C 1.086 3.162 -3.682 -0.30 -0.34 0.04
C 0.673 1.818 -4.286 0.17 0.55 -0.29
H -0.371 1.832 -4.614 0.05 -0.04 -0.01
H 1.305 1.606 -5.154 -0.17 0.00 0.08
O 0.928 0.737 -3.404 0.00 -0.12 0.13
C 0.006 0.252 -2.564 0.05 -0.45 0.29
C -1.336 0.633 -2.484 0.20 0.13 -0.19
C -2.190 0.044 -1.573 0.17 -0.32 0.09
C -1.767 -0.986 -0.741 0.07 0.01 -0.29
C -0.457 -1.420 -0.847 0.02 0.14 -0.20
C 0.424 -0.789 -1.710 -1.11 0.37 -0.13
N 1.808 -1.167 -1.618 0.29 -0.05 0.05
O 2.056 -2.341 -1.453 0.15 -0.41 0.02
O 2.635 -0.282 -1.657 0.33 0.20 0.04
H -0.071 -2.205 -0.215 0.04 -0.01 0.07
C -2.669 -1.569 0.319 -0.07 0.09 -0.39
N -1.952 -1.702 1.564 0.18 0.00 0.43
C -1.435 -0.661 2.288 0.38 0.44 0.76
C -0.758 -1.264 3.343 -1.28 -0.69 -1.50
N -0.847 -2.616 3.235 0.30 -0.18 0.32
C -1.561 -2.862 2.179 0.09 0.03 0.17
C -1.918 -4.218 1.702 -0.09 0.00 -0.07
H -1.484 -4.939 2.388 0.01 -0.02 0.00
H -2.998 -4.352 1.684 -0.06 -0.10 -0.05
H -1.524 -4.399 0.702 -0.02 -0.10 -0.09
N -0.046 -0.694 4.406 0.45 0.41 0.62
O 0.608 -1.422 5.121 0.08 -0.11 0.06
O -0.126 0.520 4.556 -0.09 0.12 0.09
S -1.756 0.973 1.772 -0.21 0.27 0.35
C -0.200 1.880 1.975 0.08 -0.28 -0.16
C 0.849 1.531 0.917 -0.14 -0.66 -0.08
O 1.446 2.746 0.527 0.36 0.42 0.00
H 2.161 2.558 -0.094 -0.05 -0.03 0.04
C 1.906 0.538 1.417 0.09 0.26 -0.14
O 1.339 -0.750 1.456 0.01 0.20 -0.13
C 2.240 -1.734 1.919 0.08 -0.07 0.01
H 3.085 -1.845 1.232 0.00 -0.01 -0.02
H 1.682 -2.667 1.971 0.07 -0.04 0.04
H 2.616 -1.486 2.917 -0.02 -0.02 0.03
H 2.267 0.837 2.412 -0.02 -0.01 -0.03
H 2.764 0.549 0.725 -0.09 0.02 0.08
H 0.341 1.072 0.054 0.10 0.08 0.19
H 0.157 1.737 2.994 -0.01 0.14 -0.19
H -0.487 2.923 1.838 -0.09 -0.03 -0.01
H -3.535 -0.919 0.467 0.02 -0.15 -0.06
H -3.018 -2.562 0.025 -0.05 0.11 0.12
H -3.204 0.404 -1.499 -0.13 0.08 0.02
H -1.714 1.426 -3.107 0.02 0.08 -0.07
H 2.084 3.044 -3.257 0.08 0.02 -0.10
H 1.148 3.885 -4.497 0.07 -0.01 -0.06
H 0.068 3.000 -1.771 -0.04 -0.02 0.12
H -0.868 3.826 -3.024 -0.14 0.02 -0.01
```
Positions in Å, forces in eV/Å.

As for the HOMO-LUMO gap: 8.1 eV. The energy above the lowest of the compared OMol25 structures with the same formula, charge and spin comes out at 4.0785 eV. The value obtained for the LUMO energy is -0.3 eV. For the HOMO energy, the calculation gives -8.4 eV. Its largest force on an atom is 2.09 eV/Å.

---

4.
This record from the Open Molecules 2025 dataset describes a cluster of 6 separate species, C18H24N6 in total in a non-equilibrium geometry. The level of theory is wB97M-V/def2-TZVPD.

The geometry in XYZ format:
```
48
Properties=species:S:1:pos:R:3:forces:R:3
C 4.263 -4.296 2.418 -0.65 -1.24 -4.72
C 3.849 -3.892 3.627 -0.62 1.60 2.51
C 3.073 -2.742 3.437 0.13 -0.31 1.11
N 2.948 -2.548 2.106 -0.61 0.08 -0.35
C 3.561 -3.545 1.442 1.80 -0.35 0.47
H 4.852 -5.148 2.111 0.04 -0.08 0.41
H 4.104 -4.407 4.541 -0.06 0.47 0.20
H 2.636 -2.063 4.156 -0.03 -0.11 -0.09
H 2.439 -1.825 1.618 -0.20 0.04 0.28
H 3.547 -3.576 0.363 0.14 -0.07 0.13
C -1.801 3.901 -1.450 1.49 -0.01 -0.13
C -0.508 4.032 -2.049 0.17 0.27 -1.51
C 0.488 4.229 -1.112 -1.56 -0.09 -0.06
N -0.199 4.273 0.079 0.27 -1.12 0.29
C -1.519 3.941 -0.125 -0.39 0.97 1.74
H -2.754 3.842 -1.955 0.15 -0.27 0.18
H -0.401 4.015 -3.124 0.40 -0.05 0.02
H 1.568 4.214 -1.135 -0.18 0.38 -0.23
H 0.228 4.421 0.983 -0.20 -0.20 -0.16
H -2.148 3.836 0.747 -0.17 0.20 -0.12
C -3.778 -2.981 -2.656 0.27 0.62 -1.64
C -4.183 -3.497 -3.972 0.50 0.98 0.79
C -3.849 -2.531 -4.881 0.66 0.59 -0.51
N -3.200 -1.482 -4.255 -0.37 -0.72 0.94
C -3.161 -1.758 -2.904 -0.49 -0.64 0.20
H -3.948 -3.398 -1.674 0.12 -0.10 -0.19
H -4.583 -4.449 -4.286 -0.22 0.07 0.44
H -3.964 -2.470 -5.953 -0.07 -0.31 0.07
H -2.788 -0.655 -4.662 -0.32 -0.38 -0.11
H -2.735 -1.051 -2.208 -0.11 -0.10 0.03
C -0.162 0.795 -1.462 1.14 -0.88 0.19
C 0.593 0.022 -0.477 1.07 -1.09 1.76
N 1.234 -0.584 0.286 -1.11 1.17 -1.38
H -0.569 0.024 -2.117 -0.49 0.38 -0.15
H 0.636 1.317 -1.990 -0.45 0.42 -0.27
H -0.891 1.458 -0.996 0.06 -0.14 -0.26
C -1.069 0.627 2.382 -1.18 -1.01 -0.10
C -1.845 0.028 1.272 -1.22 -0.76 -1.08
N -2.532 -0.430 0.447 1.49 0.96 1.50
H -1.425 0.137 3.288 0.00 -0.07 0.11
H -1.411 1.658 2.476 0.83 0.18 -0.10
H -0.017 0.358 2.296 -0.04 0.71 -0.14
C 2.738 2.010 2.013 -0.51 0.35 2.10
C 2.238 2.051 3.400 -0.41 -0.41 3.06
N 1.931 2.074 4.531 0.49 0.01 -2.73
H 3.436 1.174 1.974 -0.24 0.00 -0.58
H 3.271 2.961 2.004 0.01 0.00 -1.06
H 1.809 1.933 1.448 0.68 0.02 -0.85
```
Positions in Å, forces in eV/Å.

As for the HOMO-LUMO gap: 7.8 eV. The energy above the lowest of the compared OMol25 structures with the same formula, charge and spin comes out at 3.6604 eV. The value obtained for the LUMO energy is 0.2 eV. Its SMILES is c1cc[nH]c1.c1cc[nH]c1.c1cc[nH]c1.CC#N.CC#N.CC#N. For the HOMO energy, the calculation gives -7.6 eV. Its largest force on an atom is 4.92 eV/Å.

---

5.
This record from the Open Molecules 2025 dataset describes a structure of composition C18H24O3PdTe in a non-equilibrium geometry. The level of theory is wB97M-V/def2-TZVPD.

The geometry in XYZ format:
```
47
Properties=species:S:1:pos:R:3:forces:R:3
Pd -0.130 -0.135 -1.236 -1.02 1.01 -0.21
C -2.309 -2.171 -3.536 -0.09 -0.08 -0.13
O -2.148 -1.202 -2.534 -0.13 0.03 -0.02
C -3.070 -1.301 -1.474 0.02 -0.25 0.52
C -2.634 -2.308 -0.401 -0.22 0.21 -0.30
O -1.554 -1.748 0.317 -0.30 -0.17 -0.03
C -0.742 -2.670 1.006 0.50 -0.23 -0.14
C 0.305 -3.349 0.101 -0.43 0.13 0.30
O 1.191 -2.414 -0.462 0.27 -0.24 -0.19
C 1.099 -2.181 -1.862 0.05 -0.52 0.21
H -3.327 -2.130 -3.946 0.11 -0.05 -0.07
H -1.584 -1.938 -4.317 -0.10 -0.05 0.01
H -2.120 -3.190 -3.175 -0.01 0.01 0.01
H -3.096 -0.311 -1.005 -0.17 -0.19 -0.16
H -4.070 -1.568 -1.848 0.11 0.05 0.04
H -3.470 -2.505 0.287 0.06 -0.04 -0.12
H -2.342 -3.253 -0.878 -0.04 0.01 0.05
H -0.223 -2.083 1.769 -0.02 -0.15 0.00
H -1.359 -3.444 1.483 0.08 0.04 0.08
H 0.887 -4.039 0.727 -0.12 0.01 -0.11
H -0.202 -3.929 -0.682 0.10 -0.03 0.04
H 2.041 -2.476 -2.342 -0.11 0.09 0.05
H 0.281 -2.744 -2.320 0.06 0.04 0.05
H 0.961 -1.083 -2.073 0.94 -0.46 -0.74
Te -1.123 1.308 0.567 0.88 0.75 0.27
C -0.225 3.230 0.328 -0.33 -0.28 0.04
C -0.459 4.246 1.243 -0.21 -0.17 0.08
C 0.249 5.430 1.153 0.01 0.14 0.10
C 1.191 5.596 0.154 0.06 0.18 0.04
C 1.407 4.594 -0.776 0.07 0.07 -0.01
C 0.695 3.412 -0.693 -0.01 -0.24 -0.29
C 0.681 0.689 1.567 -0.44 0.04 0.02
C 1.831 0.417 0.832 0.23 0.14 -0.36
C 2.980 -0.012 1.473 0.01 0.01 0.04
C 2.986 -0.175 2.849 0.05 -0.01 0.09
C 1.849 0.117 3.584 0.08 -0.07 0.20
C 0.697 0.550 2.946 -0.16 0.00 -0.05
H -1.193 4.108 2.027 0.04 0.01 0.03
H 0.067 6.216 1.872 0.02 0.07 0.03
H 1.757 6.513 0.102 0.07 0.14 -0.05
H 2.132 4.733 -1.564 0.07 0.01 -0.08
H 0.849 2.623 -1.428 -0.04 0.08 0.16
H 1.835 0.540 -0.259 -0.04 0.02 0.47
H 3.869 -0.227 0.894 0.00 -0.02 -0.01
H 3.879 -0.525 3.349 0.05 0.00 0.05
H 1.852 0.011 4.660 0.03 -0.02 0.06
H -0.192 0.780 3.522 0.02 -0.02 0.03
```
Positions in Å, forces in eV/Å.

As for the HOMO-LUMO gap: 6.8 eV. The value obtained for the LUMO energy is 0.6 eV. For the HOMO energy, the calculation gives -6.2 eV. Its largest force on an atom is 1.45 eV/Å.